{"formula": "C20H30N2O11S3", "method": "ωB97M-V with the def2-TZVPD basis set", "total_charge": 0, "e_tot_ha": -2911.7047, "smiles": "CC(C)CC[C@@]1(O)OS(=O)(=O)O[C@H]1CCCSC(=S)n1ccnc1.O=C1OCCO1.O=C1OCCO1", "multiplicity": 1, "relative_energy_kcal_mol": 51.1, "elements": ["C", "C", "C", "C", "C", "C", "O", "O", "S", "O", "O", "O", "C", "C", "C", "C", "S", "C", "S", "N", "C", "C", "N", "C", "H", "H", "H", "H", "H", "H", "H", "H", "H", "H", "H", "H", "H", "H", "H", "H", "H", "H", "H", "H", "H", "H", "C", "C", "O", "C", "O", "O", "H", "H", "H", "H", "C", "C", "O", "C", "O", "O", "H", "H", "H", "H"], "coordinates": [[1.975, 2.319, -0.439], [3.559, 2.386, -0.562], [4.288, 2.347, 0.860], [4.165, 1.372, -1.602], [3.750, -0.134, -1.383], [4.919, -1.047, -0.851], [5.522, -1.520, -2.100], [6.055, -0.415, -0.249], [6.493, -1.242, 1.105], [5.922, -0.598, 2.264], [7.890, -1.592, 1.220], [5.835, -2.683, 0.617], [4.589, -2.398, -0.107], [3.523, -2.420, 1.050], [2.040, -2.513, 0.496], [1.201, -1.242, 1.020], [-0.190, -1.772, 2.114], [-1.563, -0.645, 1.654], [-2.610, -0.022, 2.748], [-1.600, -0.334, 0.224], [-1.620, -1.404, -0.695], [-1.603, -0.634, -1.936], [-1.569, 0.763, -1.725], [-1.563, 0.908, -0.383], [1.634, 2.192, 0.628], [1.558, 1.466, -1.050], [1.481, 3.251, -0.815], [3.781, 3.417, -0.963], [3.542, 2.594, 1.666], [4.749, 1.350, 1.078], [5.084, 3.141, 0.893], [5.278, 1.534, -1.639], [3.795, 1.684, -2.620], [2.823, -0.192, -0.761], [3.469, -0.538, -2.394], [4.927, -2.162, -2.520], [4.425, -3.275, -0.776], [3.664, -1.600, 1.806], [3.712, -3.373, 1.625], [1.473, -3.411, 0.838], [2.112, -2.443, -0.625], [1.855, -0.505, 1.561], [0.851, -0.711, 0.095], [-1.620, -2.492, -0.521], [-1.580, -1.088, -2.955], [-1.512, 1.799, 0.270], [-7.369, -2.343, 0.643], [-6.576, -1.678, 1.733], [-5.254, -2.158, 1.495], [-5.178, -2.509, 0.195], [-4.160, -2.785, -0.359], [-6.403, -2.501, -0.395], [-8.207, -1.735, 0.305], [-7.742, -3.329, 0.934], [-6.578, -0.589, 1.648], [-6.916, -1.955, 2.730], [-4.208, 3.421, -0.999], [-5.583, 4.028, -0.971], [-6.319, 3.109, -0.167], [-5.424, 2.453, 0.619], [-5.721, 1.736, 1.523], [-4.147, 2.721, 0.242], [-3.420, 4.170, -1.062], [-4.080, 2.704, -1.814], [-5.599, 5.009, -0.490], [-6.022, 4.114, -1.964]], "atomic_forces_ev_per_a": [[0.0, -0.4, -0.1], [0.1, 0.8, 0.5], [-0.4, 0.1, -0.4], [-0.3, 0.6, -0.2], [0.1, 0.6, 0.5], [-0.2, -1.6, -3.4], [0.3, 0.0, 0.4], [-0.8, -0.7, 1.5], [1.7, -1.8, 0.6], [-0.4, -0.7, -1.6], [-1.6, 1.1, -0.9], [-0.1, 2.1, 0.0], [-0.1, 0.3, 2.9], [-0.8, -1.2, -0.2], [0.2, 1.7, 0.7], [0.5, 0.0, -1.2], [-0.6, 1.1, -0.7], [0.4, 0.7, -0.1], [0.9, -0.6, -1.1], [0.0, -1.9, 1.8], [0.5, 4.0, -3.4], [0.1, -1.3, 1.7], [0.1, -1.4, 1.9], [-0.2, -1.5, -1.0], [0.4, 0.0, -1.1], [0.3, 0.9, 0.6], [0.5, -0.8, 0.2], [-0.2, -1.1, 0.2], [0.8, -0.3, -0.7], [-0.4, 0.9, -0.1], [-0.6, -0.9, 0.0], [-1.0, -0.5, 0.1], [0.3, -0.3, 1.0], [0.9, 0.1, -0.2], [0.3, 0.2, 1.2], [0.2, 0.4, 0.2], [0.2, 1.0, 0.2], [-0.1, -0.6, -1.0], [0.1, 1.0, -0.6], [0.8, 0.4, -0.6], [-0.5, -0.4, 1.0], [-0.7, -0.9, -0.3], [-0.2, -0.4, 1.1], [-0.2, 1.2, 0.3], [-0.2, 0.7, 1.0], [-0.1, -0.6, -0.9], [-0.6, -0.1, 0.0], [-0.3, 0.5, 0.5], [-0.1, -0.1, -0.2], [0.3, 0.0, -0.2], [-0.2, -0.1, 0.0], [0.4, 0.0, 0.2], [0.1, 0.0, -0.2], [0.1, 0.0, 0.0], [0.1, -0.1, 0.0], [0.2, -0.1, 0.0], [0.4, 0.1, -0.5], [-0.2, 0.5, -0.3], [0.3, -0.2, 0.2], [0.0, -0.3, 0.3], [0.0, 0.1, -0.2], [-0.5, 0.0, 0.1], [0.0, -0.1, 0.2], [0.0, 0.0, 0.1], [0.0, -0.1, 0.0], [-0.1, -0.1, 0.1]]}



{"formula": "C3H3FN2O2", "method": "ωB97M-V with the def2-TZVPD basis set", "total_charge": 0, "e_tot_ha": -475.8889, "smiles": "O=c1cc(F)[nH]n1O", "multiplicity": 1, "relative_energy_kcal_mol": 75.5, "elements": ["C", "C", "C", "H", "H", "H", "N", "N", "O", "O", "F"], "coordinates": [[-1.316, 0.095, -0.090], [-0.612, 1.238, 0.051], [0.762, 0.803, 0.131], [2.339, -0.584, -0.493], [-0.870, -1.812, 0.520], [-0.970, 2.260, -0.029], [0.738, -0.593, 0.395], [-0.542, -1.064, -0.041], [1.750, -1.321, -0.184], [1.852, 1.285, -0.091], [-2.633, -0.088, -0.092]], "atomic_forces_ev_per_a": [[0.1, -0.8, 1.0], [-0.4, 0.2, -0.3], [0.7, -0.9, -0.3], [-0.1, -0.5, 0.1], [-0.5, -0.7, 0.6], [0.1, -0.4, 0.0], [-1.8, -0.5, 0.1], [0.4, 1.9, -0.6], [0.8, 0.7, -0.3], [0.0, 0.8, 0.0], [0.7, 0.2, -0.3]]}



{"formula": "C24H37O2RuSi", "method": "ωB97M-V with the def2-TZVPD basis set", "total_charge": 0, "e_tot_ha": -1471.1870, "multiplicity": 6, "elements": ["O", "C", "C", "H", "H", "C", "H", "H", "C", "H", "H", "H", "C", "H", "H", "H", "Ru", "C", "C", "C", "H", "C", "C", "H", "H", "H", "H", "C", "C", "C", "H", "C", "C", "H", "H", "H", "H", "O", "C", "C", "H", "H", "C", "H", "H", "C", "H", "H", "H", "H", "C", "Si", "C", "C", "C", "C", "H", "H", "H", "H", "H", "H", "H", "H", "H"], "coordinates": [[-0.698, 1.000, -1.394], [0.450, 1.033, -2.257], [-0.181, 2.184, -3.094], [0.549, 0.036, -2.747], [1.379, 1.261, -1.715], [-1.392, 2.024, -2.134], [-0.504, 1.995, -4.122], [0.301, 3.175, -2.989], [-2.649, 1.472, -2.794], [-2.390, 0.615, -3.436], [-3.115, 2.221, -3.457], [-3.387, 1.185, -2.030], [-1.583, 3.290, -1.338], [-0.615, 3.741, -1.082], [-2.117, 3.150, -0.398], [-2.140, 4.034, -1.919], [-0.059, 0.259, 1.878], [0.665, 2.625, 2.788], [1.443, 1.405, 2.749], [1.812, 1.172, 1.344], [1.846, 0.860, 3.606], [1.344, 2.323, 0.608], [0.665, 3.185, 1.488], [0.284, 4.173, 1.230], [0.217, 3.064, 3.674], [2.469, 0.385, 0.984], [1.608, 2.554, -0.417], [-1.813, 0.136, 3.015], [-2.068, 1.405, 2.371], [-2.449, 1.149, 1.022], [-2.075, 2.386, 2.851], [-2.328, -0.233, 0.762], [-1.932, -0.886, 1.973], [-1.796, -1.952, 2.114], [-1.725, -0.035, 4.085], [-2.861, 1.884, 0.346], [-2.557, -0.718, -0.189], [-0.112, -0.472, -4.395], [-0.396, 0.336, -5.570], [0.144, -0.346, -6.842], [0.142, 1.298, -5.524], [-1.470, 0.586, -5.616], [1.071, -1.439, -6.295], [0.709, 0.378, -7.466], [-0.724, -0.771, -7.365], [0.883, -1.462, -4.751], [2.114, -1.144, -6.469], [0.842, -2.416, -6.747], [1.820, -1.200, -4.228], [0.614, -2.446, -4.360], [2.842, -4.412, 4.601], [1.437, -3.180, 4.744], [-0.181, -4.023, 5.195], [1.906, -1.857, 5.997], [1.145, -2.388, 3.099], [0.764, -1.326, 2.553], [2.995, -5.034, 5.498], [3.770, -3.868, 4.371], [2.605, -5.049, 3.738], [-0.109, -4.639, 6.106], [-0.967, -3.263, 5.320], [-0.443, -4.652, 4.330], [2.869, -1.412, 5.699], [1.140, -1.068, 5.988], [1.989, -2.285, 7.009]], "atomic_forces_ev_per_a": [[0.1, -0.2, 0.6], [0.2, -0.6, -0.4], [-0.4, 0.0, 0.2], [0.1, 1.4, 0.6], [-0.3, 0.1, -0.2], [0.6, 0.5, -0.5], [0.6, 0.2, 0.6], [-0.1, -0.6, -0.2], [-0.1, 0.1, -0.1], [-0.1, 0.1, 0.5], [0.2, -0.1, 0.3], [0.2, -0.1, -0.3], [-0.2, 0.7, 0.4], [-0.2, -0.2, -0.1], [0.1, 0.2, -0.3], [0.1, -0.1, -0.1], [-0.3, 2.3, -2.9], [1.0, -0.1, -0.4], [1.2, 1.1, -0.1], [1.0, 1.4, 0.5], [-0.2, 0.3, -0.4], [0.4, -0.3, 0.8], [0.0, 0.3, 0.2], [-0.1, -0.4, 0.1], [0.1, -0.2, -0.2], [0.0, 0.4, 0.1], [-0.3, -0.1, 0.2], [-1.9, -0.2, -0.3], [-1.4, -0.5, -0.1], [-0.3, 0.5, 0.9], [0.0, -0.5, -0.2], [-0.2, -0.8, 0.8], [-1.8, 0.1, 0.2], [-0.1, 0.3, 0.0], [0.2, 0.0, -0.3], [0.3, -0.3, 0.2], [0.3, 0.2, 0.4], [-0.4, -0.7, -2.6], [0.7, 0.5, -0.2], [-0.6, -0.2, 0.6], [-0.1, -0.4, 0.3], [0.4, -0.4, 0.1], [0.3, -0.1, 0.5], [-0.7, -0.5, 0.2], [0.5, 0.1, -0.3], [0.1, 0.4, 0.0], [-0.2, -0.4, -0.3], [0.3, 0.4, 0.2], [-0.2, 0.1, -0.3], [-0.4, 0.1, -0.1], [0.0, 0.0, -0.1], [0.1, -0.3, 0.1], [0.1, 0.1, -0.1], [-0.1, 0.1, -0.3], [-0.4, 1.7, 0.4], [2.0, -4.9, 1.0], [-0.1, 0.2, -0.4], [-0.2, -0.2, 0.1], [0.2, -0.1, 0.2], [-0.1, 0.2, -0.3], [0.2, -0.3, 0.0], [-0.1, 0.0, 0.4], [-0.3, -0.1, 0.2], [0.2, -0.2, 0.1], [0.0, 0.2, -0.3]]}



{"formula": "C4H9N3", "method": "ωB97M-V with the def2-TZVPD basis set", "total_charge": 2, "e_tot_ha": -321.3226, "smiles": "C=[N+]1CN(C=[NH2+])C1", "multiplicity": 1, "relative_energy_kcal_mol": 48.8, "elements": ["C", "C", "C", "C", "N", "N", "N", "H", "H", "H", "H", "H", "H", "H", "H", "H"], "coordinates": [[-2.155, -1.556, 0.531], [1.458, 1.268, -0.024], [-1.033, 0.771, 0.391], [0.026, -0.953, -0.334], [0.283, 0.704, -0.180], [-1.238, -0.688, 0.245], [2.545, 0.844, -0.576], [-1.964, -2.548, 0.334], [-3.137, -1.307, 0.877], [1.233, 2.253, 0.310], [-1.228, 1.414, 1.332], [-1.728, 1.382, -0.296], [0.052, -1.424, -1.324], [0.814, -1.531, 0.114], [3.296, 1.451, -0.427], [2.775, -0.078, -0.975]], "atomic_forces_ev_per_a": [[0.6, 2.9, -0.3], [-2.6, -0.1, -1.4], [-2.7, 3.8, -0.2], [2.7, 2.4, -1.8], [0.3, -6.0, -0.6], [-1.9, -0.8, 1.9], [0.0, -0.8, 0.5], [0.6, -2.3, -0.5], [-0.3, 0.6, 0.5], [1.4, 1.2, 0.7], [0.7, -2.0, -0.6], [0.8, -1.4, 0.4], [-0.8, 0.9, -0.4], [0.0, 0.0, 1.6], [1.8, 0.9, 0.0], [-0.6, 0.6, 0.3]]}



{"formula": "C4H21N2O6", "method": "ωB97M-V with the def2-TZVPD basis set", "total_charge": 1, "e_tot_ha": -725.6091, "multiplicity": 1, "relative_energy_kcal_mol": 94.2, "elements": ["N", "C", "C", "C", "O", "C", "N", "H", "H", "H", "H", "H", "H", "H", "H", "H", "H", "H", "H", "H", "O", "H", "H", "O", "H", "H", "O", "H", "H", "O", "H", "H", "O"], "coordinates": [[0.394, 1.016, -0.763], [0.875, 0.301, 0.420], [0.150, 0.889, 1.573], [0.685, 2.357, 1.897], [0.953, 2.953, 0.863], [1.048, -1.185, 0.330], [0.005, -1.759, -0.580], [-0.610, 0.755, -0.902], [0.976, 0.645, -1.513], [0.238, 2.144, -0.672], [2.051, 0.531, 0.546], [-0.901, 1.115, 1.375], [0.087, 0.211, 2.437], [0.727, 2.721, 2.804], [1.915, -1.389, -0.276], [0.917, -1.445, 1.417], [-0.952, -1.940, -0.184], [0.372, -2.627, -0.947], [-1.320, 3.251, -0.970], [-0.884, 3.353, -2.634], [-0.887, 2.807, -1.732], [2.708, -0.091, -3.586], [2.608, -0.401, -2.166], [2.674, 0.373, -2.846], [-3.076, 1.098, 1.473], [-4.126, 1.801, 0.540], [-3.188, 1.706, 0.807], [-2.828, -2.868, 1.731], [-3.297, -2.331, 0.443], [-2.897, -1.982, 1.321], [2.357, -3.890, -0.743], [1.567, -3.936, 0.734], [1.657, -4.181, -0.198]], "atomic_forces_ev_per_a": [[-1.3, 0.1, 0.3], [3.9, 2.0, 0.8], [-0.4, 1.0, 2.7], [-0.7, -3.9, -7.6], [0.1, 1.0, 2.0], [-3.8, -0.4, -0.8], [-0.9, 0.0, 0.7], [1.1, -0.3, -0.4], [-0.5, 0.9, -1.0], [1.7, -2.9, -0.6], [-2.5, 0.6, -0.2], [-0.1, -0.2, -0.4], [0.4, 0.3, -0.1], [0.3, 2.2, 5.0], [0.9, -0.4, 1.0], [1.1, -0.8, -1.1], [1.6, 0.3, -0.1], [-0.3, -0.2, 0.1], [-0.1, 0.4, -1.3], [-0.3, -1.3, 3.5], [-0.5, 2.0, -2.4], [0.3, -3.0, -5.8], [0.5, 2.1, -1.7], [-0.7, 0.7, 7.5], [-0.3, -2.3, 2.4], [0.9, -0.4, 0.6], [-0.5, 2.6, -3.0], [0.2, 0.7, 0.4], [0.7, 1.4, 1.8], [-0.9, -2.1, -2.3], [1.5, 0.7, 0.2], [1.1, 0.3, -0.8], [-2.4, -1.3, 0.5]]}